[1]
DFT (ωB97M-V/def2-TZVPD) results for 7 unconnected molecules or ions with the total composition H14O7 at a distorted geometry.

LUMO energy in hartree: -0.015
Multiplicity: 1
HOMO level in eV: -11.19
Energy above the lowest of the compared OMol25 structures with the same formula, charge and spin in kJ/mol: 327.1
SMILES: O.O.O.O.O.O.O
Charge: 0
Frontier orbital gap in eV: 10.776

Each line ends with the Mulliken charge.
Geometry (Å):
H  -0.76063  3.56133  -0.09825  0.307
H  1.73245  2.21844  2.87701  0.274
O  -0.29304  0.97002  -1.07143  -0.618
O  1.17976  1.81185  2.30246  -0.574
H  -0.63792  2.52497  -1.22575  0.393
H  -4.52158  -0.87469  0.73447  0.315
H  1.17743  0.89111  2.50798  0.311
H  1.46122  -0.02835  -2.05951  0.302
H  -4.31562  -2.00699  -0.28859  0.298
H  -0.82782  -0.63423  0.75936  0.289
O  3.78789  -1.73007  0.52228  -0.599
H  -0.04703  -1.77226  -0.08974  0.247
O  1.84057  -0.89956  -2.00414  -0.614
H  0.16273  0.16336  -1.00264  0.274
H  1.03977  -1.48592  -1.91626  0.313
O  -1.16171  3.21038  -0.91270  -0.680
O  -0.71519  -1.64155  0.59477  -0.553
H  -0.99852  0.83946  -0.42792  0.321
H  2.99518  -1.81562  0.12952  0.297
H  3.98348  -0.77397  0.51224  0.314
O  -4.69367  -1.82190  0.51728  -0.615

***

[2]
DFT (ωB97M-V/def2-TZVPD) results for 2 unconnected molecules or ions with the total composition C4H12OSi2 at a distorted geometry.

LUMO energy in hartree: 0.006
Multiplicity: 1
HOMO level in eV: -8.45
Energy above the lowest of the compared OMol25 structures with the same formula, charge and spin in kJ/mol: 444.1
Charge: 0
Frontier orbital gap in eV: 8.610

Each line ends with the Mulliken charge.
Geometry (Å):
C  -2.80907  -0.20904  -0.30988  -0.524
C  3.12958  -1.62680  -0.16691  -0.503
C  3.36273  -0.34603  0.15491  -0.294
Si  -1.07608  -0.93512  -0.50426  0.082
H  -3.53165  -0.42610  -1.11359  0.343
H  3.22610  2.36213  -0.50048  -0.167
H  -1.83294  -1.91690  1.19976  0.350
H  -3.70088  1.65225  0.56229  0.333
H  4.04384  -0.24179  1.02315  0.273
H  1.56237  1.27333  1.15526  -0.075
Si  2.31512  1.24103  -0.25426  0.445
H  3.91583  -2.42972  -0.00189  0.233
H  2.31679  -1.85695  -0.83079  0.198
O  -1.01832  -1.98267  0.71959  -0.351
H  -3.40718  -0.64506  0.53195  0.294
H  -2.99681  2.06869  -0.92275  0.205
C  -2.88255  1.28965  0.02343  -0.971
H  1.28686  1.27845  -1.29389  -0.109
H  -1.90374  1.45063  0.52836  0.239